1.
Density functional theory data (ωB97M-V/def2-TZVPD) for a structure of composition C22H24BN9O4SV.

The geometry in XYZ format:
```
62
Properties=species:S:1:pos:R:3:mulliken_charge:R:1
V 0.04 -0.26 -1.28 0.089
C 3.11 0.98 1.21 -1.563
C 2.81 0.31 0.05 -0.179
N 1.47 0.43 -0.18 -0.267
N 0.91 1.17 0.85 0.127
C 1.90 1.50 1.67 0.085
B -0.56 1.81 0.76 1.040
N -0.62 2.46 -0.68 0.979
C -0.89 3.66 -1.19 0.057
C -0.80 3.61 -2.57 -1.467
C -0.46 2.31 -2.86 -0.052
N -0.36 1.61 -1.71 -1.090
N -1.65 0.67 0.71 0.421
C -2.89 0.65 1.20 0.190
C -3.63 -0.36 0.56 -2.043
C -2.77 -0.94 -0.34 0.188
N -1.56 -0.31 -0.26 0.454
N -0.77 2.70 1.92 0.376
C -0.61 4.05 2.12 -0.203
C -0.72 4.27 3.46 -0.952
C -0.94 3.00 4.02 -0.362
N -0.95 2.04 3.11 -0.836
H 4.08 1.07 1.67 0.525
H 3.44 -0.26 -0.61 0.570
H 1.69 2.09 2.56 0.543
H -1.15 4.49 -0.56 0.487
H -0.95 4.42 -3.27 0.494
H -0.30 1.84 -3.82 0.525
H -3.17 1.35 1.98 0.668
H -4.66 -0.63 0.74 0.510
H -2.92 -1.74 -1.04 0.589
H -0.41 4.74 1.32 0.451
H -0.68 5.22 3.97 0.480
H -1.07 2.74 5.07 0.504
C -2.22 -1.10 2.35 -1.072
C -1.09 -1.47 1.43 1.184
C -1.21 -2.53 0.51 -1.443
C -0.14 -2.95 -0.25 -1.148
C 1.10 -2.29 -0.14 1.006
C 1.24 -1.23 0.79 -1.392
C 0.14 -0.81 1.53 -1.039
S 2.56 -3.23 -0.54 1.380
O 2.13 -4.56 -0.82 -0.678
O 3.52 -2.93 0.48 -0.685
N 3.20 -2.56 -1.92 -0.314
C 2.42 -1.98 -3.00 -0.145
C 1.31 -2.80 -3.70 -0.384
C -0.09 -2.62 -3.18 0.376
O -1.01 -3.33 -3.15 -0.407
O -0.26 -1.27 -2.60 -0.643
H -3.04 -1.80 2.28 0.475
H -2.59 -0.07 2.11 -0.002
H -1.87 -1.08 3.39 0.337
H -2.14 -3.08 0.45 0.620
H -0.22 -3.84 -0.85 0.911
H 2.21 -0.84 0.99 0.727
H 0.25 -0.02 2.26 1.565
H 3.93 -3.20 -2.23 0.343
H 3.14 -1.65 -3.75 0.623
H 2.01 -1.05 -2.61 -0.316
H 1.50 -3.88 -3.64 0.353
H 1.28 -2.52 -4.76 0.430
```

- frontier orbital gap (alpha / beta) (eV) = 5.7 / 6.0
- relative energy (zero: lowest compared OMol25 entry of this formula, charge and spin) (kJ/mol) = 1085.7
- E_LUMO (alpha / beta) (eV) = -8.3 / -8.1
- 2S+1 = 2
- <S²> = 0.78
- total charge = +2
- highest occupied orbital energy (alpha / beta) (eV) = -14.0 / -14.1
- F_max (eV Å⁻¹) = 5.90

---

2.
Density functional theory data (ωB97M-V/def2-TZVPD) for the molecule C7H13N.

The geometry in XYZ format:
```
21
Properties=species:S:1:pos:R:3:mulliken_charge:R:1
C 1.75 0.61 0.20 -1.645
C 0.37 0.49 -0.52 0.831
C 0.32 -0.77 -1.21 -0.845
N 0.50 -1.68 -0.06 -0.463
C 0.11 -0.79 1.24 -0.914
C -0.61 0.43 0.46 0.973
C -2.08 0.01 0.01 -1.501
C -0.24 1.81 -0.18 -0.781
H 2.46 1.31 -0.44 0.315
H 1.67 1.43 1.01 0.354
H 2.24 -0.28 0.57 0.463
H 1.05 -1.11 -2.09 0.273
H -0.64 -0.90 -1.66 0.337
H -0.44 -2.40 -0.32 0.366
H 0.90 -0.25 1.81 0.356
H -0.48 -1.14 2.11 0.300
H -2.25 0.14 -1.09 0.380
H -2.88 0.57 0.55 0.353
H -2.08 -1.04 0.46 0.302
H 0.42 2.53 0.18 0.336
H -1.16 2.12 -0.74 0.211
```

- frontier orbital gap (eV) = 10.0
- relative energy (zero: lowest compared OMol25 entry of this formula, charge and spin) (kJ/mol) = 643.3
- E_LUMO (eV) = 0.9
- highest occupied orbital energy (eV) = -9.1
- SMILES = C[C@@]12CNC[C@@]1(C)C2
- F_max (eV Å⁻¹) = 5.77

---

3.
Density functional theory data (ωB97M-V/def2-TZVPD) for a structure of composition CH6N2P2.

The geometry in XYZ format:
```
11
Properties=species:S:1:pos:R:3:mulliken_charge:R:1
C 0.62 -0.35 1.94 -0.831
N -0.14 0.77 -1.12 -0.346
N 0.01 -1.63 -0.53 -0.518
P -0.46 2.36 -0.76 -0.140
P -0.05 -0.19 0.24 0.648
H 0.00 -0.93 2.58 0.288
H 0.13 -2.46 0.03 0.273
H 0.75 -1.72 -1.18 0.272
H -1.77 2.23 -1.37 0.031
H -0.15 3.06 -1.87 0.019
H 0.71 0.51 2.55 0.303
```

- frontier orbital gap (eV) = 7.9
- relative energy (zero: lowest compared OMol25 entry of this formula, charge and spin) (kJ/mol) = 226.3
- E_LUMO (eV) = -0.7
- highest occupied orbital energy (eV) = -8.6
- F_max (eV Å⁻¹) = 4.90

---

4.
Density functional theory data (ωB97M-V/def2-TZVPD) for a cluster of 2 separate species, C2H5B in total.

The geometry in XYZ format:
```
8
Properties=species:S:1:pos:R:3:mulliken_charge:R:1
B -0.98 0.00 -0.36 0.109
C -0.01 0.10 0.80 -0.500
C 0.49 0.31 -0.74 -0.638
H -1.75 -0.86 -0.85 -0.040
H 0.09 0.82 1.54 0.350
H 0.27 -1.06 1.66 0.154
H 0.94 -0.55 -1.00 0.269
H 0.96 1.23 -1.05 0.297
```

- frontier orbital gap (eV) = 9.8
- relative energy (zero: lowest compared OMol25 entry of this formula, charge and spin) (kJ/mol) = 246.4
- E_LUMO (eV) = -0.1
- highest occupied orbital energy (eV) = -9.9
- F_max (eV Å⁻¹) = 4.60

---

5.
Density functional theory data (ωB97M-V/def2-TZVPD) for the molecule C3H2N4.

The geometry in XYZ format:
```
9
Properties=species:S:1:pos:R:3:mulliken_charge:R:1
N 3.18 0.20 0.00 -0.431
C 2.02 0.25 0.03 0.194
C 0.59 0.29 0.06 0.229
C -0.28 -0.73 -0.22 -0.089
N -1.48 -0.17 -0.02 0.225
N -1.38 1.11 0.36 -0.564
N -0.13 1.40 0.41 -0.172
H -0.13 -1.76 -0.52 0.402
H -2.40 -0.59 -0.11 0.207
```

- frontier orbital gap (eV) = 10.9
- relative energy (zero: lowest compared OMol25 entry of this formula, charge and spin) (kJ/mol) = 56.1
- E_LUMO (eV) = 0.5
- highest occupied orbital energy (eV) = -10.5
- SMILES = N#Cc1c[nH]nn1
- F_max (eV Å⁻¹) = 1.18

---

6.
Density functional theory data (ωB97M-V/def2-TZVPD) for a cluster of 5 separate species, C33H37N6O4P in total.

The geometry in XYZ format:
```
81
Properties=species:S:1:pos:R:3:mulliken_charge:R:1
C 4.84 -0.58 -0.87 -1.175
C 4.21 0.81 -0.71 -0.444
C 3.27 0.99 0.49 -1.263
C 2.23 -0.08 0.64 0.213
C 2.52 -1.25 1.29 -0.910
C 1.54 -2.26 1.42 -1.013
C 0.28 -2.09 0.91 0.083
P -0.82 -3.48 1.24 1.280
O -0.68 -3.98 2.61 -0.733
O -2.33 -3.12 0.86 -0.427
O -0.41 -4.62 0.17 -0.627
C -0.05 -0.89 0.23 0.518
N -1.31 -0.72 -0.28 -0.286
C -1.56 0.42 -0.84 -0.033
C -2.95 0.71 -1.33 -0.932
O -3.60 1.62 -0.48 -0.438
C -3.68 1.12 0.85 -0.699
C -0.57 1.42 -0.96 0.058
N 0.64 1.30 -0.53 -0.380
C 0.92 0.12 0.10 0.587
H 4.08 -1.28 -1.22 0.307
H 5.68 -0.56 -1.54 0.496
H 5.16 -0.95 0.10 0.198
H 3.72 1.10 -1.63 0.352
H 5.03 1.52 -0.57 0.377
H 3.85 1.06 1.41 0.480
H 2.79 1.95 0.36 0.375
H 3.48 -1.42 1.73 0.643
H 1.78 -3.17 1.96 0.552
H -2.74 -3.86 0.41 0.306
H -0.26 -4.20 -0.69 0.366
H -2.90 1.13 -2.33 0.302
H -3.49 -0.24 -1.36 0.414
H -2.77 1.31 1.41 0.291
H -4.49 1.64 1.35 0.309
H -3.89 0.05 0.87 0.325
H -0.84 2.35 -1.46 0.501
C 0.93 4.82 -1.63 0.173
C 0.88 5.93 -0.80 -0.615
C 0.71 7.18 -1.38 -0.249
N 0.60 7.37 -2.70 -0.572
C 0.65 6.30 -3.48 -0.273
C 0.81 5.01 -3.00 -0.527
H 1.06 3.83 -1.22 0.624
H 0.96 5.83 0.27 0.369
H 0.67 8.07 -0.77 0.346
H 0.56 6.49 -4.54 0.356
H 0.84 4.17 -3.68 0.409
C 5.71 -5.40 3.29 -0.133
C 5.64 -4.30 4.12 -0.570
C 5.46 -3.05 3.54 -0.133
N 5.34 -2.86 2.23 -0.312
C 5.41 -3.93 1.44 0.052
C 5.59 -5.22 1.92 -0.759
H 5.85 -6.39 3.70 0.381
H 5.73 -4.39 5.19 0.371
H 5.40 -2.16 4.15 0.376
H 5.32 -3.74 0.38 0.346
H 5.64 -6.06 1.24 0.380
C -4.25 -0.83 6.31 -0.263
C -3.70 -1.29 5.13 -0.634
C -4.01 -0.63 3.95 0.018
N -4.82 0.43 3.89 -0.258
C -5.34 0.86 5.03 -0.241
C -5.09 0.27 6.26 -0.423
H -4.03 -1.32 7.25 0.371
H -3.04 -2.15 5.11 0.420
H -3.60 -0.97 3.00 0.294
H -5.99 1.73 4.95 0.347
H -5.54 0.67 7.16 0.360
C -4.37 -0.24 -6.15 -0.304
C -4.09 0.93 -5.47 -0.319
C -2.90 1.59 -5.75 -0.253
N -2.01 1.15 -6.63 -0.551
C -2.29 0.02 -7.28 -0.204
C -3.45 -0.71 -7.07 -0.321
H -5.28 -0.79 -5.96 0.385
H -4.78 1.33 -4.74 0.396
H -2.65 2.51 -5.24 0.463
H -1.55 -0.31 -7.99 0.354
H -3.63 -1.62 -7.63 0.352
```

- frontier orbital gap (eV) = 8.7
- relative energy (zero: lowest compared OMol25 entry of this formula, charge and spin) (kJ/mol) = 0.0
- E_LUMO (eV) = -0.5
- highest occupied orbital energy (eV) = -9.2
- SMILES = CCCc1ccc(P(=O)(O)O)c2nc(COC)cnc12.c1ccncc1.c1ccncc1.c1ccncc1.c1ccncc1
- F_max (eV Å⁻¹) = 0.81